The following is a quantum chemistry calculation of a cluster of 23 separate species, C48H138F3O46 in total in a non-equilibrium geometry, from OMol25.

XYZ file:
```
235
Properties=species:S:1:pos:R:3:forces:R:3
C -13.212776 20.641599 3.334397 -2.8473 -0.0787 0.1748
O -13.135827 19.802222 4.505347 1.0316 -0.2326 -1.0511
O -14.576889 20.986068 3.272145 2.3081 0.6950 -0.6715
C -12.126046 21.815163 3.335260 -0.1399 -1.0548 1.6760
F -12.430488 22.820624 4.148938 -1.0719 0.9555 -0.3306
F -10.919278 21.445016 3.868127 0.0368 -1.0493 -0.6314
F -11.862022 22.253340 2.101467 -0.3615 0.0265 0.1340
C -12.493345 18.530956 4.301858 -0.3618 -0.3293 2.7251
C -12.854629 17.725901 5.618199 0.1709 0.3573 -0.6006
H -12.543624 18.218499 6.539463 0.7911 0.0461 -0.1193
H -13.920562 17.650212 5.833072 -0.3984 0.1557 -0.8596
H -12.512658 16.692921 5.554080 0.3512 0.0799 0.0675
H -11.423347 18.701595 4.183173 0.2466 -0.1926 0.2504
H -12.781158 17.890101 3.468456 -0.7026 0.6013 -0.4727
H -12.921838 20.047519 2.468073 0.2748 -0.2797 -0.3093
C -15.724776 24.072317 4.196300 -0.3666 0.5300 -0.5190
C -15.303927 25.187922 5.156989 -1.3210 -0.1616 0.1457
O -16.415548 25.774319 5.853665 0.6521 0.7338 -0.9321
O -16.128466 22.894283 4.819624 -0.0373 -0.7128 1.2888
H -14.937875 23.766147 3.507004 0.4787 0.7169 -0.0699
H -16.605724 24.328721 3.607826 0.1612 1.0456 -0.2746
H -14.841996 25.992607 4.584980 0.1368 -0.1029 0.1249
H -14.637704 24.790416 5.922654 0.5586 -0.1357 -0.1876
H -16.886071 25.108576 6.360598 -0.1426 -0.5781 0.3069
H -15.613074 22.238728 4.344007 0.2235 -1.2018 0.1302
C -16.090693 16.356050 -0.732268 -0.7653 1.2007 -1.1790
C -16.830020 17.601145 -1.313244 -1.1190 0.4431 1.0994
O -18.239423 17.398145 -1.499587 0.0905 -0.9007 -0.0844
O -14.753481 16.777036 -0.608888 0.8229 -0.8921 -0.2993
H -16.190760 15.536762 -1.444203 0.5810 0.0217 -0.2863
H -16.484174 15.915108 0.183616 -0.3241 0.6636 0.3417
H -16.367835 18.028259 -2.203222 0.3036 -0.6914 -0.2635
H -16.769959 18.406440 -0.581118 0.4353 -0.0153 0.3464
H -18.617399 18.025129 -2.120571 0.3079 0.0964 0.0271
H -14.686998 17.571840 -0.074590 -0.4717 0.0707 0.3434
C -16.198269 17.867330 2.903679 -0.6282 -1.1121 0.5306
C -17.198504 18.512368 3.875099 1.8040 0.6043 0.9735
O -16.498823 19.529221 4.738490 -2.0362 -1.9496 -0.5457
O -15.991210 18.612154 1.769394 0.4123 1.1078 -2.0676
H -16.572525 16.939676 2.470687 -0.6398 -0.2907 0.4824
H -15.245593 17.549198 3.327097 0.0519 0.3513 0.7677
H -17.621133 17.775903 4.558551 0.1919 -0.0788 0.1021
H -18.032873 18.941122 3.320022 0.1346 0.3266 -0.0858
H -15.823761 19.950029 4.201081 0.7840 0.6849 -0.5884
H -15.496211 19.417451 1.936933 0.2502 0.6127 0.6569
C -17.327063 17.806573 9.940229 0.1226 -0.5294 -0.5751
C -16.555461 18.330640 8.680207 -1.2554 1.1587 0.3785
O -16.139066 19.693342 8.884089 -0.3132 -0.8727 1.1012
O -16.577456 17.730234 11.124316 0.6295 0.2837 0.1213
H -17.719789 16.807164 9.752994 -0.0135 -0.1944 -0.6005
H -18.206747 18.361854 10.265694 0.0484 0.6631 -0.8288
H -17.231543 18.390135 7.827289 -0.3693 -0.5812 -0.0282
H -15.700453 17.741159 8.349174 0.1174 -0.4817 0.4608
H -15.740857 19.999011 8.065799 0.4762 0.4530 -0.7086
H -15.953871 17.004971 11.042253 0.2602 -0.3334 0.2503
C -13.243719 15.553726 9.224679 0.2213 -0.6019 0.1978
C -13.498077 16.069234 10.620729 -0.1466 -0.3391 1.2672
O -14.731361 15.559325 11.256927 1.3159 0.6273 -1.0299
O -13.190101 14.117052 9.164781 -0.6346 -0.0368 0.1255
H -12.239901 15.817687 8.891829 -0.2133 1.1252 -0.0949
H -14.027079 15.915905 8.558899 0.1578 -0.2427 -0.2520
H -13.481847 17.156360 10.698101 -0.4670 0.0933 -0.4215
H -12.673698 15.776814 11.271105 0.2208 -0.2620 0.0490
H -14.480970 14.691404 11.581895 -0.3569 -0.1520 -0.0345
H -12.313397 13.866469 9.465137 0.0159 -0.1042 0.0701
C -18.429385 24.108233 9.338971 -0.2015 0.2370 0.7063
C -17.382172 23.354063 8.563822 0.2300 0.2048 -0.6448
O -17.518855 23.718396 7.218479 -0.8363 0.2274 -1.1225
O -19.740780 23.528771 9.305808 0.5562 -0.0379 0.0771
H -18.538221 25.133280 8.984651 0.4644 0.1024 -0.3285
H -18.098091 24.215193 10.371876 -0.2706 -0.3621 0.2105
H -17.488820 22.270816 8.621331 -0.0080 -0.0344 0.6414
H -16.359122 23.665494 8.774713 0.0887 -0.1566 1.1760
H -17.109119 23.054765 6.658726 0.0439 -0.3172 -0.6369
H -20.137165 23.844923 8.490625 -0.1064 -0.1747 -0.1279
C -12.250382 21.553918 7.291262 -1.3744 -1.0180 1.6322
C -13.740943 21.883816 6.982024 -0.0102 -0.0749 0.3464
O -14.591445 20.714962 6.854871 0.9266 1.0997 0.1704
O -12.005317 21.207760 8.684255 0.8579 1.4985 -0.2130
H -11.625300 22.416480 7.060253 0.0593 -0.0651 0.0919
H -11.891218 20.664530 6.773492 -0.3153 0.3875 -0.9171
H -13.823465 22.581415 6.148573 0.1397 -0.6716 -0.8066
H -14.239543 22.520223 7.713108 0.4338 -0.3143 0.8654
H -14.315464 20.335536 6.017332 -0.1394 -0.5613 -0.5826
H -12.568193 20.561277 9.116499 -0.7703 -0.4203 -0.5948
C -5.252908 20.252355 2.873455 -0.0531 -0.6264 0.1581
C -6.575832 19.528435 3.181729 0.9745 -0.9960 0.4529
O -6.369807 18.525593 4.192652 0.4632 0.5660 0.1102
O -4.904721 21.253547 3.866551 -0.6230 -0.7783 -0.4959
H -5.338808 20.624481 1.852552 -0.1863 0.9074 0.0863
H -4.483809 19.491988 2.737682 0.1444 -0.1467 0.6535
H -6.813703 18.975472 2.273015 -0.2246 0.5822 -0.3144
H -7.411798 20.155526 3.491603 0.1776 0.3474 -0.2874
H -6.936592 17.776921 3.993037 -0.3400 -0.0637 0.2027
H -3.964360 21.379269 4.013220 0.0490 -0.3185 -0.3695
C -14.915249 20.131141 12.415244 -1.2478 -0.6661 -1.9079
C -13.937347 20.400429 11.268240 1.2442 1.5385 1.4668
O -13.802463 19.472270 10.256793 0.4488 -1.5852 -0.2256
O -16.264567 20.359755 11.938445 0.6271 0.9713 1.1003
H -14.691953 20.719850 13.304996 -0.2551 0.3725 -0.2796
H -14.872446 19.082317 12.708907 0.3748 -0.2283 0.0759
H -12.945245 20.503173 11.707878 0.2821 -0.1122 0.1948
H -14.081206 21.360957 10.773465 -0.6497 0.4371 0.4448
H -14.653188 19.428732 9.814114 -0.7408 0.0965 -0.6465
H -16.490828 19.661804 11.319360 0.2440 -0.2744 0.1347
C -13.251597 15.278327 1.835072 1.0068 -0.9554 0.5481
C -14.425936 14.579419 2.500486 -0.7001 0.3630 0.0085
O -14.672872 14.933073 3.866594 0.3588 0.4574 -0.8749
O -12.040585 14.988474 2.595215 -0.7654 0.2599 0.3040
H -13.391948 16.354273 1.731541 -0.0922 0.0167 0.1691
H -12.975082 14.850678 0.871353 -1.0232 0.1318 -0.4022
H -14.336474 13.495487 2.428580 0.1524 -0.1040 -0.1024
H -15.342011 14.889838 1.997952 0.0423 -0.1916 -0.3320
H -13.863859 14.735611 4.344197 0.1468 -0.1654 0.6508
H -11.472151 15.709753 2.315507 0.6888 0.3384 0.0856
C -13.262288 19.963249 -0.653702 -0.1220 -0.6448 0.0298
C -13.367652 19.878396 -2.221865 1.1348 -0.4641 2.2744
O -14.643773 20.264910 -2.656997 -0.0472 -0.3791 -0.0372
O -12.060074 19.294080 -0.115319 -1.6068 0.7746 -0.9733
H -14.119333 19.486602 -0.177909 0.0012 -0.3908 -0.2038
H -13.368753 20.990141 -0.304039 0.5953 0.2710 -0.0554
H -13.169660 18.832796 -2.457686 0.1480 -0.0074 -0.2734
H -12.584854 20.543317 -2.586856 0.0779 -0.0638 -0.4515
H -14.678722 20.017293 -3.583856 -0.3494 0.2229 -0.1195
H -11.331619 19.852816 -0.395947 0.6573 0.4524 0.1056
C -17.254877 15.100694 6.293874 0.6702 0.0131 1.0006
C -18.622271 14.928192 6.904878 -0.1010 0.0368 -0.1132
O -19.511120 16.019386 6.657376 0.4105 -0.5151 -0.0850
O -17.228171 14.781440 4.938058 -1.0397 -0.0429 -0.4042
H -16.603096 14.434523 6.859119 0.3056 -0.3243 0.0996
H -16.843424 16.098139 6.448479 -0.2278 0.4011 0.2009
H -18.560214 14.775066 7.982282 0.0819 0.2630 0.0090
H -19.007585 14.001149 6.480345 -0.2980 -0.1839 -0.0567
H -19.418293 16.126955 5.707940 -0.3350 0.4225 -0.2986
H -16.369131 15.038276 4.595003 0.5299 -0.1306 -0.3381
C -8.879006 17.969383 7.770298 -0.6481 2.2669 -0.3998
C -9.419989 19.417776 7.469655 -0.7844 -2.3776 1.0354
O -8.585162 20.103655 6.603684 0.4457 0.8340 -0.0504
O -7.626471 18.005399 8.407459 0.0688 -0.5418 0.4780
H -8.849458 17.457961 6.808183 0.0440 -0.4807 -0.0444
H -9.631845 17.548247 8.436611 0.2780 -0.4732 0.0787
H -9.647632 19.906759 8.416843 0.8489 0.6301 -0.0962
H -10.432345 19.272904 7.092489 -0.1649 -0.0530 -0.6258
H -8.510161 19.570993 5.808545 0.1076 -0.0763 -0.2770
H -7.003556 18.509106 7.878439 -0.1206 0.1757 -0.2503
C -8.542955 16.974377 2.317055 -2.4612 -0.3595 -1.3924
C -9.543247 17.889407 1.518639 1.5474 -0.8793 0.6980
O -10.806946 17.262604 1.534135 0.2596 0.0596 -0.1462
O -8.813700 17.032763 3.688125 1.1065 1.1824 1.0178
H -7.532146 17.139863 1.944261 0.2408 0.2197 0.8445
H -8.788920 15.928188 2.135154 0.1768 -0.0786 -1.3275
H -9.150494 18.049374 0.514525 -0.1079 -0.2473 -0.3370
H -9.615777 18.885825 1.954525 0.1455 0.0747 0.4189
H -11.327610 17.845484 0.976667 -0.9673 0.1017 -0.2852
H -9.451304 16.351770 3.914657 -0.1697 0.0512 0.3075
C -13.078293 25.462382 0.009418 -0.6746 0.1846 0.1089
C -12.272899 24.194939 -0.005745 -0.8881 -0.7283 0.2087
O -11.412634 23.913572 -1.061806 1.5764 0.5053 -1.5159
O -14.329159 25.384184 -0.693532 1.1339 0.4025 -0.1986
H -12.540813 26.326791 -0.380481 0.0660 0.0055 -0.0036
H -13.259739 25.602208 1.075076 -0.1661 0.4598 0.1535
H -13.003082 23.389552 -0.085047 -0.3194 -0.1627 1.0665
H -11.647665 24.130288 0.884764 -0.2881 -0.0391 -0.0183
H -11.837609 24.114549 -1.898832 -0.1573 -0.0233 -0.1066
H -14.815052 24.660887 -0.290596 -0.1684 -0.3069 0.2599
C -8.007145 22.817388 3.850614 1.5678 0.2140 0.0691
C -7.605780 23.240525 5.312959 -0.4447 -0.6995 -1.9847
O -7.288881 24.617837 5.358145 -0.3546 0.2220 0.4377
O -6.882693 22.781321 2.929337 -0.9563 0.8758 -0.0795
H -8.633603 23.599863 3.422395 -0.2852 -0.1018 0.1942
H -8.520234 21.857343 3.794503 -0.1945 0.0563 0.3951
H -6.765882 22.631716 5.647625 -0.0184 -0.1455 0.1177
H -8.487035 23.018682 5.914848 0.1637 0.3409 0.3339
H -6.567992 24.801953 4.751495 0.0702 -0.1989 -0.1630
H -6.194945 22.158082 3.174642 -0.0433 0.2080 0.7479
C -11.204021 25.594379 3.682450 -0.1203 0.9319 0.3658
C -10.016655 26.549272 3.384169 -0.7947 -1.8791 0.2960
O -9.765214 27.526293 4.349896 -0.5881 0.9592 0.1330
O -12.461537 26.269606 3.502896 0.1891 -0.7045 -0.5073
H -11.175382 25.108310 4.657654 0.2307 0.2846 0.4458
H -11.180123 24.739498 3.006645 -0.1083 0.3009 -0.4116
H -10.348419 26.975720 2.437499 0.6798 0.5237 0.0140
H -9.111943 25.944872 3.318579 0.0925 -0.1986 -0.6508
H -9.641302 27.100694 5.201422 0.0901 -0.1594 0.0784
H -12.598443 26.993849 4.117977 0.4548 -0.0425 0.2568
C -11.538655 13.343603 5.999124 0.8476 0.7582 -0.3680
C -10.701464 14.524830 6.461424 -0.8571 1.0977 -0.1715
O -10.035134 15.152539 5.336391 0.0451 -0.9845 0.7617
O -12.466695 13.783110 5.026225 -0.5122 -0.7435 1.0534
H -12.003013 12.865565 6.861659 -0.4468 0.1172 -0.2444
H -10.844783 12.634518 5.547635 0.0369 -0.4414 -0.0818
H -10.028294 14.290463 7.286062 0.3729 -0.1963 -0.1653
H -11.359261 15.315755 6.821742 -0.1460 -0.1131 0.1035
H -9.386045 14.488478 5.092858 0.4321 0.0751 -0.3859
H -12.011234 14.097993 4.242004 0.4853 0.3152 -0.5499
C -7.476849 21.658379 -0.172502 0.5144 -0.7879 0.3306
C -8.854550 21.805921 0.502272 0.0225 0.8642 -1.7152
O -9.973655 21.596798 -0.433514 1.3633 -1.2810 1.1214
O -7.141907 20.253853 -0.340549 -0.7222 0.0209 -0.0361
H -6.668181 22.042512 0.449274 -0.4399 0.5068 0.4794
H -7.387937 22.201006 -1.113644 -0.5141 -0.0984 -0.2339
H -8.932106 22.849970 0.805659 0.1856 -0.0046 0.3719
H -8.889709 21.180039 1.393971 -0.3779 -0.2189 -0.2035
H -10.356041 22.449263 -0.654147 -0.2642 0.5225 -0.1217
H -6.311316 20.166923 -0.814005 -0.0126 0.1982 -0.0723
C -12.663686 25.110481 8.607267 -0.0838 -0.8882 -0.2377
C -13.802585 26.122739 8.670203 1.3196 -0.2716 -0.7040
O -13.732500 26.821966 9.895396 -0.3811 -0.0686 0.2217
O -11.390714 25.733745 8.568477 0.1215 0.8433 0.4380
H -12.642372 24.436934 7.750535 -0.9520 0.0605 -0.3431
H -12.794317 24.463482 9.474687 0.2734 -0.0387 0.3541
H -14.737128 25.575318 8.547490 -0.1357 0.3244 0.2360
H -13.669404 26.849961 7.869254 -0.3328 -0.0916 -0.3973
H -12.902126 27.300329 9.838421 0.1355 0.1235 0.2719
H -10.720321 25.049998 8.500110 0.0025 -0.0234 0.0894
C -16.634553 23.075493 -1.298240 0.8313 -0.1632 0.5759
C -16.550372 22.544273 0.157984 0.0251 0.9175 -0.9033
O -15.515657 23.274862 0.866948 -0.6282 -0.7274 -1.0467
O -15.463636 22.693423 -2.038520 -0.5164 1.5264 0.2765
H -16.717193 24.161380 -1.252098 0.5611 0.1759 -0.1507
H -17.526466 22.801208 -1.861587 -0.2629 -0.6301 0.3749
H -16.337568 21.483776 0.023246 0.1809 -0.2568 0.6528
H -17.477285 22.703343 0.709018 -0.2309 -0.2577 -0.1953
H -15.410138 22.833217 1.712776 0.3013 -0.2334 0.4008
H -15.227637 21.767232 -1.948682 -0.4446 -0.2869 -0.0007
C -19.991753 19.313001 6.667367 3.0343 -1.3901 1.2632
C -19.163328 20.564978 6.858522 -1.0172 0.0902 1.6421
O -18.814889 21.094469 5.639103 0.1255 0.8838 -0.7119
O -21.321425 19.499942 6.517260 -2.3033 1.0391 -0.6717
H -19.801162 18.623328 7.489636 0.0527 -0.0602 0.4997
H -19.463711 18.828537 5.846047 -0.4240 -0.3240 -0.7281
H -18.260732 20.427183 7.453870 0.2333 -0.8905 0.0835
H -19.685077 21.250205 7.526609 -0.5119 0.5388 -0.4757
H -18.044268 20.560991 5.431410 0.6921 0.2343 -0.9622
H -21.812505 18.676054 6.557877 0.2806 -0.0685 0.0107
```
Forces are in eV/Å.

Summary:
molar mass: 1508.58 u
frontier orbital gap: 8.47 eV
total charge: -1
HOMO energy: -7.037 eV